# C19H38O2

One molecule with the formula C19H38O2 (the ωB97M-V functional and the def2-TZVPD basis, the OMol25 dataset).

```
59
Properties=species:S:1:pos:R:3:forces:R:3
H 3.05109 0.90625 3.68280 0.0 0.1 0.1
H -4.28928 -1.90630 -1.77495 0.1 0.0 -0.1
C 4.89749 -0.01199 1.70404 0.0 0.2 0.2
C 4.37656 1.34355 1.23216 0.2 -0.2 -0.2
C 1.76561 -0.30926 -2.12090 -0.2 0.0 0.3
H 5.69184 1.57001 -0.45105 0.0 0.1 0.0
H -2.53701 1.51235 -2.32587 -0.1 0.0 -0.1
H 3.31048 1.42596 1.44373 -0.1 0.1 0.1
C -2.61236 -0.01770 -0.82402 -0.2 0.2 -0.2
H 4.32289 -0.81242 1.23821 0.0 -0.1 -0.1
H -0.31202 1.45713 -1.22616 0.0 0.1 0.0
H 2.03048 1.59138 -1.13654 -0.1 0.1 0.1
H 3.55395 -0.23714 4.92089 0.0 0.1 0.0
H 2.13791 0.18923 -0.06971 -0.1 0.0 0.1
H 1.94297 0.12665 -3.10721 0.0 0.0 -0.1
C -4.77016 -0.92672 -1.82976 -0.2 0.1 0.2
H -2.25962 -1.04169 -0.69010 0.0 -0.1 0.1
H 4.18369 0.87194 -2.22362 0.0 -0.1 0.0
H 5.93538 -0.12185 1.37773 0.0 -0.1 -0.1
C -0.53521 0.79075 -2.06125 -0.2 -0.3 -0.1
H 4.88410 2.13030 1.79702 -0.1 0.0 0.1
H -4.49309 1.01345 -0.93214 0.0 0.1 0.1
H -4.46800 -0.33173 0.20794 -0.1 0.1 0.0
C 0.26302 -0.50379 -1.91538 0.2 0.2 -0.2
C 4.85442 -0.17520 3.22415 -0.1 0.0 -0.1
H -8.11115 -0.04445 -1.98723 0.0 0.1 0.0
H -2.23916 0.57502 0.01490 0.1 0.0 0.1
H -0.22332 1.29312 -2.98064 0.1 0.1 0.0
H 3.76818 -2.81746 3.02419 0.1 -0.1 0.0
C 2.45275 -1.11857 3.30603 0.1 0.0 0.2
H 5.30680 -1.13407 3.48524 0.1 0.0 0.1
H 5.46912 0.60626 3.67918 0.1 0.0 0.0
H -6.68076 0.79844 -2.59520 -0.1 0.0 0.0
O -7.13421 0.56152 0.60640 0.0 -0.1 0.1
C 4.61616 1.59515 -0.25756 -0.1 -0.1 0.0
C 3.45575 -0.09544 3.84121 0.0 0.0 -0.1
H -6.46718 -1.52716 -0.64008 0.0 -0.1 0.0
C -7.06019 0.99849 -0.50980 -0.1 0.0 0.1
H 0.09312 -0.93048 -0.92522 0.0 -0.1 0.0
C 2.86522 -2.56131 3.57232 -0.1 0.2 -0.1
O -7.00272 2.31591 -0.76007 0.0 0.6 -0.3
C -7.06278 0.18569 -1.77866 0.1 -0.2 0.1
C 3.93270 0.59802 -1.19525 -0.1 0.3 0.2
H -6.63479 -1.83485 -2.37287 -0.1 0.0 0.1
C 2.41219 0.57223 -1.05420 0.3 -0.2 -0.3
H -7.03519 2.81928 0.06891 0.0 -0.3 0.0
H -0.09877 -1.22365 -2.65420 -0.1 -0.1 0.0
H -4.59069 -0.52397 -2.82867 0.0 -0.1 -0.1
H 4.33083 -0.40350 -1.02234 0.0 -0.1 -0.1
H 1.48895 -0.93239 3.78714 0.0 0.0 -0.1
C -2.04527 0.55766 -2.12110 0.2 0.0 0.3
H 2.31148 -0.97403 2.23368 -0.1 0.0 -0.1
H 3.05151 -2.71377 4.63344 0.0 -0.1 0.1
C -6.27364 -1.11765 -1.63340 0.1 0.1 -0.1
H 2.07626 -3.24311 3.26185 0.0 -0.1 0.0
H 2.24883 -1.28993 -2.10434 0.1 0.0 -0.1
H 4.26283 2.60113 -0.49929 0.1 0.0 -0.1
C -4.14086 -0.00961 -0.78323 0.2 -0.3 0.0
H -2.26712 -0.11566 -2.95117 0.0 0.0 -0.1
```
Forces are in eV/Å.

Its gap between HOMO and LUMO is 11.274 eV. The energy above the lowest of the compared OMol25 structures with the same formula, charge and spin is 18.6 kJ/mol. As for the structure (SMILES): CCCCCCCCCCCCCCCCCCC(=O)O.

# C20H31IrN10O2S4

C20H31IrN10O2S4 as an isolated structure (the ωB97M-V functional and the def2-TZVPD basis, the OMol25 dataset).

```
68
Properties=species:S:1:pos:R:3:forces:R:3
H 3.75135 0.99415 2.47941 0.0 0.0 0.0
N -2.11806 3.38006 -2.98064 0.0 0.0 0.0
C -2.99852 4.08476 -3.90501 0.0 0.0 0.0
C 2.87434 1.45143 -2.89304 0.0 0.0 0.0
N 1.89395 -0.51170 2.69008 -0.1 -0.1 -0.1
H -3.21512 0.37215 -3.12417 0.0 0.0 0.0
C -1.98402 -3.21049 -2.49818 0.0 0.0 0.0
C 0.94819 0.10182 -2.47999 0.0 0.0 0.0
C 0.10109 -2.57486 5.16051 0.0 0.0 0.0
C -2.58018 -1.42822 -0.92469 0.0 0.1 0.0
O -1.38297 1.52250 -1.89916 -0.1 0.0 0.0
H 3.68014 2.29212 1.26624 0.0 0.0 0.0
N 1.77844 -0.27408 1.35643 0.3 0.2 0.0
N 1.22709 0.05793 -1.17899 0.2 0.2 0.1
S 2.67021 -4.36485 -1.67325 0.0 -0.1 -0.1
H -1.85674 3.97332 0.84940 0.0 0.0 0.0
H -1.84414 -2.59155 6.06855 0.0 0.0 0.0
H -2.93475 3.67428 -4.91455 0.0 0.0 0.0
H -2.69017 5.12468 -3.95088 0.0 0.0 0.0
S -0.43495 2.11171 0.78908 0.2 0.0 0.0
C 2.33473 0.68931 -0.69453 0.0 0.0 0.0
C 3.73903 1.21202 1.41693 0.0 0.0 0.0
H 2.96706 -2.38945 1.28689 0.0 0.0 0.0
H -2.61120 0.03554 0.46854 0.0 0.0 0.0
N 1.14665 -2.63202 -0.60391 0.1 0.0 0.0
H -0.52301 2.32951 3.15798 0.0 0.0 0.0
H 1.70849 -1.16867 5.00716 0.0 0.0 0.0
H 0.32650 3.69545 2.36345 0.0 0.0 0.0
C 1.01332 -1.37712 3.16801 0.1 0.0 0.0
Ir 0.26411 -1.01289 0.29235 -0.3 -0.5 0.0
H 4.04059 1.90352 -1.13958 0.0 0.0 0.0
H -1.99723 -4.01938 -3.21003 0.0 0.0 0.0
S -3.43511 -2.35565 -2.10109 0.0 -0.1 0.0
H -1.73435 -1.53059 4.66352 0.0 0.0 0.0
H 3.52005 1.99810 -3.56752 0.0 0.0 0.0
C 0.18866 2.61294 2.38387 -0.1 0.0 0.0
S -0.14485 -2.25798 2.12244 0.1 0.3 -0.1
C 0.41498 -3.22036 -1.64513 -0.1 0.0 0.0
H -3.76154 1.74877 -3.99948 0.0 0.0 0.0
C -0.95862 -2.75083 -1.76286 0.0 0.0 0.0
H -1.01341 -1.04315 6.20861 0.0 0.0 0.0
H 4.68300 0.87732 0.97990 0.0 0.0 0.0
N 3.28136 -2.79751 0.42075 -0.1 0.0 -0.1
H 0.76099 -4.75243 -3.16694 0.0 0.0 0.0
H -4.03248 4.05682 -3.56081 0.0 0.0 0.0
O -0.79873 0.60164 1.02540 -0.1 0.1 0.0
N -1.28365 -1.70775 -0.88931 -0.2 -0.2 0.1
N -3.17855 -0.53030 -0.14494 0.0 -0.1 0.0
C 2.35923 -3.16037 -0.49589 0.0 0.1 0.1
C 3.16656 1.40492 -1.53354 0.0 0.0 0.0
H -1.30652 3.85556 -2.62797 0.0 0.0 0.0
C -2.18396 2.06501 -2.68794 0.0 0.1 0.0
N 1.02606 -1.67145 4.45380 0.0 0.0 0.0
H 1.50436 0.79670 -4.42145 0.0 0.0 0.0
H -0.07566 -3.44875 4.53329 0.0 0.0 0.0
C 1.09187 -4.15566 -2.33278 0.0 0.0 0.0
H 4.12292 -3.34963 0.49239 0.0 0.0 0.0
H 1.14605 2.12343 2.54863 0.0 0.0 0.0
H 0.63548 -2.92765 6.03999 0.0 0.0 0.0
C 2.60076 0.53045 0.74640 0.0 -0.1 0.0
H -4.17711 -0.41107 -0.16030 0.0 0.0 0.0
H -2.52738 2.60277 1.78226 0.0 0.0 0.0
H -2.57137 2.59047 -0.02967 0.0 0.0 0.0
C -1.19785 -1.88802 5.54558 0.0 0.0 0.0
C 1.75821 0.78600 -3.37103 0.1 0.0 0.0
C -2.02750 2.89570 0.85939 0.0 0.0 0.0
N -3.19582 1.36626 -3.26117 0.0 0.0 0.0
H 0.04968 -0.40466 -2.79681 0.0 0.0 0.0
```
Forces are in eV/Å.

Its gap between HOMO and LUMO (alpha / beta) is 7.177 / 4.742 eV. The total charge is +3. The energy above the lowest of the compared OMol25 structures with the same formula, charge and spin is 9.1 kJ/mol. As for the expectation value of S²: 0.759. The multiplicity is 2.

# C14H24N2O6S

One molecule with the formula C14H24N2O6S (the ωB97M-V functional and the def2-TZVPD basis, the OMol25 dataset).

```
47
Properties=species:S:1:pos:R:3:forces:R:3
C -0.35443 0.52503 -0.01378 0.0 0.1 -0.1
H 6.79207 1.50465 -0.02213 0.0 -0.1 0.0
C -8.11451 -0.05479 0.85106 -0.1 0.0 0.3
H -3.18408 0.47115 0.51469 0.0 0.0 0.1
S -0.20729 2.08364 -0.99406 0.0 -0.1 0.0
C 1.46758 2.47915 -0.39935 -0.2 0.1 -0.2
H -5.10412 -0.91803 -1.41359 0.0 0.1 -0.1
H 0.97440 -0.35890 1.45483 0.0 0.2 -0.1
C 2.72433 -1.45223 0.13248 -0.1 -0.1 -0.3
C 1.68744 1.61322 0.83697 -0.1 -0.3 -0.2
H 3.25103 1.25532 2.18363 0.0 0.0 -0.1
O 2.74670 -1.83321 1.27749 0.2 -0.2 0.4
C 6.35720 0.57358 0.34756 0.1 0.0 -0.3
C 4.46070 -2.91099 -0.43549 0.1 -0.2 0.3
C -4.80546 -0.11064 -0.74350 0.2 0.0 0.4
O -5.57025 0.18029 1.53223 0.0 0.0 0.1
H -0.30177 -0.77024 -1.71616 0.0 -0.1 0.1
C 4.10079 1.20231 0.37932 0.2 0.2 0.3
H 7.04535 0.07824 1.02782 0.0 0.0 0.0
H -7.97818 -0.79169 1.64496 -0.1 0.1 -0.1
H 1.15529 2.05747 1.68577 0.0 0.0 -0.1
N 1.85051 -0.54161 -0.36609 0.0 0.1 -0.2
H -9.03719 -0.24197 0.30837 0.0 0.0 0.0
C 1.04131 0.23579 0.53635 -0.1 0.1 0.4
H -4.85347 0.82191 -1.31186 -0.1 0.0 -0.1
H -2.63834 -1.06470 -2.06847 0.0 0.0 -0.1
C -5.81900 -0.01107 0.37223 0.1 0.0 -0.2
H 2.18924 2.24833 -1.18042 -0.1 0.1 0.2
H -2.36633 0.66318 -1.82331 -0.1 0.0 -0.2
O 5.18416 0.84353 1.10131 -0.2 0.0 0.2
H 2.06765 -0.15664 -1.27408 0.1 -0.1 0.0
H 1.51074 3.54179 -0.16955 0.1 0.0 0.0
H 3.93247 -3.84221 -0.21959 0.1 0.1 0.0
C -3.39347 -0.32009 -0.20490 -0.1 0.1 -0.3
O 3.54366 -1.90504 -0.83733 -0.2 0.2 -0.2
H 6.12209 -0.06872 -0.50335 0.1 0.0 0.1
N 3.07785 1.50593 1.22112 0.1 0.0 0.5
H -3.35000 -1.27181 0.32844 0.0 0.0 0.1
H -8.12681 0.94202 1.29620 0.0 -0.1 0.0
H 5.14314 -3.04741 -1.27066 0.0 0.0 0.0
O 4.09365 1.27646 -0.82475 0.2 0.0 -0.4
H -0.93267 -1.51658 -0.24495 0.0 -0.1 0.0
H 5.00200 -2.59885 0.46019 0.0 -0.1 -0.1
C -2.36115 -0.31071 -1.32860 0.1 -0.2 0.3
H -1.01772 0.75702 0.82222 0.1 -0.1 0.0
O -7.06465 -0.15663 -0.10163 0.0 -0.1 -0.3
C -0.94047 -0.60522 -0.84764 -0.2 0.2 -0.1
```
Forces are in eV/Å.

Its gap between HOMO and LUMO is 9.307 eV. The energy above the lowest of the compared OMol25 structures with the same formula, charge and spin is 21.0 kJ/mol. As for the structure (SMILES): COC(=O)CCCC[C@@H]1SC[C@H](NC(=O)OC)[C@@H]1NC(=O)OC.

# C18H39FNO22PS3

A 7-piece molecular cluster, C18H39FNO22PS3 overall at a distorted geometry (the ωB97M-V functional and the def2-TZVPD basis, the OMol25 dataset).

```
85
Properties=species:S:1:pos:R:3:forces:R:3
C 4.18890 11.19254 -9.30590 0.4 0.0 -0.3
H -1.44486 -6.12220 4.93260 0.1 0.1 0.2
O 0.64142 6.16752 -4.54488 1.2 0.3 0.2
H -1.09911 -4.77301 6.07626 0.0 -0.2 -0.1
H 5.10901 10.96431 -8.75841 -0.2 -0.1 -0.1
S -1.48080 1.75952 -2.73892 -1.2 9.0 1.4
H 4.22327 8.29890 -3.74385 -0.3 -0.1 -0.1
C 4.45371 -9.33661 11.48396 -0.3 0.0 -0.1
O 3.07097 11.22154 -8.42068 -0.3 -0.8 0.5
H 0.70669 -9.21556 9.35183 -0.2 0.3 -0.2
C 0.78778 -3.26550 3.82628 0.5 -0.3 0.2
H -5.00729 1.98619 -3.01413 0.0 0.0 -0.3
C -9.10760 0.10036 -4.89636 -0.3 -0.4 0.0
O -6.52989 2.41845 -4.36643 -0.7 -1.1 -0.2
C -1.71948 -5.65414 5.88343 -0.1 0.3 -0.4
H 0.49553 9.29661 -5.65019 0.2 0.2 -0.2
H 4.61866 -7.92817 9.25181 0.0 -0.3 0.0
H 1.16557 -3.84888 2.98040 0.0 0.2 0.1
H 1.58092 -7.77224 8.80456 -0.1 -0.2 -0.2
H -8.67297 -0.53020 -5.67871 0.0 0.1 0.3
C 1.94539 6.02250 -4.19869 0.1 -0.6 0.1
C -7.08638 1.18292 -4.43723 0.2 0.0 0.0
C 3.88261 7.26012 -3.77041 0.6 0.0 0.1
C -1.78908 -0.38156 1.20280 -0.1 0.3 -0.3
C -0.42799 -1.80188 2.46695 0.4 0.1 -0.2
C 3.85958 -9.83649 13.68968 -0.4 -0.1 0.4
H -2.83240 -0.06025 1.13911 0.2 -0.2 0.2
S -2.52897 -0.82510 -3.57948 -1.3 -0.8 -0.2
H 3.28480 -10.72457 13.40765 0.0 0.3 0.0
H -1.16870 0.49957 1.39562 0.0 -0.2 -0.1
H 0.35879 4.30939 -5.44017 0.0 0.1 0.3
P -0.80088 0.70838 -5.40396 1.5 -1.8 -4.2
H -4.55618 1.88286 -4.75587 -0.1 0.0 0.2
H 4.02447 6.82578 -2.77559 0.0 -0.1 -0.3
C -5.14915 2.42053 -4.00896 0.5 0.1 0.2
H -1.51446 -0.84962 0.25196 0.1 0.1 0.3
H 4.02560 10.46819 -10.11041 0.1 0.0 0.2
H -1.10613 5.17500 -4.93853 0.3 0.2 0.1
H 4.47559 6.72245 -4.51732 -0.1 0.0 0.2
C 5.21893 -8.84032 9.33080 -0.1 0.1 -0.5
H -10.13790 0.33541 -5.17708 0.3 0.2 0.1
H 1.09299 8.23686 -6.94127 0.2 0.1 0.1
H 1.51132 -2.49966 4.12392 -0.1 -0.1 -0.2
H 4.32688 -10.02337 14.66038 0.2 0.1 -0.3
O -2.47434 2.98639 -2.70254 3.2 -5.8 0.1
H 1.23517 -9.12147 7.66103 0.0 0.2 0.1
O 0.83419 0.33907 -4.93603 -3.2 1.3 0.9
O 2.51803 4.96488 -3.98764 -0.8 1.6 -0.3
O -1.61099 -6.58977 6.95444 0.9 -0.5 0.3
O -6.51374 0.12529 -4.22618 -0.7 1.3 -0.3
O -1.68059 -1.31719 2.27380 0.9 -0.5 0.3
H 3.20486 -8.96423 13.78505 0.0 -0.2 -0.1
C -0.35840 -7.07446 7.14759 0.3 0.0 -0.1
C 1.36903 9.04710 -6.25870 0.0 -0.4 0.4
H -0.68690 1.83350 -7.32865 -0.6 0.3 2.0
O 3.28670 -9.31278 11.12542 1.6 0.0 0.5
O 0.63296 -6.77868 6.49893 -1.4 -0.4 0.9
C 0.85738 -8.53808 8.50692 0.5 -0.3 0.2
O -8.39034 1.32793 -4.78343 1.1 0.0 0.3
H 4.29195 12.18525 -9.75281 -0.3 -0.1 0.3
C -0.07584 4.93995 -4.65782 -0.3 -0.5 0.0
H -0.09219 4.41271 -3.69846 0.1 0.2 -0.3
S -1.36950 -0.78597 -6.57996 0.4 1.4 0.9
H 6.15719 -8.68215 8.79185 -0.1 -0.1 0.4
N -1.98392 0.75686 -4.07485 2.0 0.6 1.2
O 0.56336 -1.50610 1.81829 -1.4 -0.4 0.9
F -1.74007 0.95558 -1.20655 0.9 1.1 -3.7
O 5.53484 -9.11807 10.69362 -0.8 -0.2 0.8
H -9.12395 -0.42688 -3.93701 0.1 0.0 -0.2
H -4.80849 3.45931 -3.98239 -0.3 -0.2 -0.1
H 0.92883 0.16859 -3.95277 -0.1 0.6 -1.4
H 4.69865 -9.68859 8.87452 0.0 0.2 0.1
H -2.76281 -5.33284 5.81975 0.2 -0.2 0.2
O -0.06551 2.37208 -2.86825 -4.3 -4.3 0.4
O 2.50188 7.25803 -4.12789 -0.5 -1.0 0.2
C 2.82584 10.04420 -7.79218 0.0 -0.4 0.1
H 2.17646 8.73295 -5.58939 -0.3 0.1 -0.5
O 3.46559 9.01282 -7.92638 -0.8 1.5 0.2
O -0.96038 2.15100 -6.39896 1.3 -2.7 1.7
O 4.89590 -9.58633 12.74225 -0.2 0.2 -1.1
O 1.74571 10.21317 -6.98846 0.9 0.2 -0.9
H 0.63710 -3.94298 4.67119 -0.2 0.2 -0.2
H -3.68361 -1.06893 -4.38825 1.4 1.0 0.8
O -0.46941 -2.67256 3.50685 -0.2 0.7 -0.8
O -0.39982 -7.94515 8.18749 -0.2 0.8 -0.9
```
Forces are in eV/Å.

Its gap between HOMO and LUMO is 7.263 eV. The energy above the lowest of the compared OMol25 structures with the same formula, charge and spin is 246.4 kJ/mol. As for the structure (SMILES): O=S(=O)(F)N(S)P(O)(O)=S.COC(=O)OC.COC(=O)OC.COC(=O)OC.COC(=O)OC.COC(=O)OC.COC(=O)OC.

# C26H25CrN2P

C26H25CrN2P as an isolated structure at a distorted geometry (the ωB97M-V functional and the def2-TZVPD basis, the OMol25 dataset).

```
55
Properties=species:S:1:pos:R:3:forces:R:3
C 1.14075 0.93255 1.51670 0.2 0.3 1.4
H -2.21540 -1.20910 2.89763 0.3 -0.2 0.0
C -0.04881 -1.77281 -4.38423 1.0 0.0 0.8
H 2.48409 -2.36037 -2.21690 -0.4 0.1 -0.1
C 1.28731 2.52375 -4.32643 -0.5 -0.4 0.8
N -0.14873 -0.39263 -0.56614 -1.8 0.3 8.7
H -1.28054 1.68637 3.11250 -0.2 0.0 -0.2
H -1.74298 -2.82493 -3.35281 0.3 0.2 0.1
C 2.63174 2.79766 1.07349 -0.1 -0.3 0.3
C -3.93099 1.58319 0.25965 0.3 0.0 0.4
N 1.57980 1.06076 -2.38547 0.8 -0.1 1.5
H -2.58614 0.21261 -0.73672 0.2 0.2 0.3
H -1.20593 1.34711 -3.90338 -0.2 0.1 -0.1
H 0.53632 2.92970 -4.99356 0.2 0.2 0.0
H -3.40321 2.96764 3.33671 0.0 0.0 -0.2
C 1.49259 2.05639 0.75163 -0.1 0.1 0.0
C 1.52916 -2.24234 -2.73039 -0.8 -0.5 -0.9
H 1.52789 -2.30008 1.03037 -0.3 0.0 0.2
H -4.65687 1.56405 -0.55430 0.2 0.0 0.2
C -2.03419 1.64984 2.32221 -0.4 -0.1 -0.4
H -0.49930 -1.43890 -5.31816 0.1 0.1 0.4
C -2.76061 0.82601 0.15000 -0.2 0.1 0.1
C -3.21827 2.37897 2.44034 0.0 0.0 -0.2
H 2.55254 1.26250 -2.17899 -0.2 -0.1 -0.6
C 0.74398 -2.50498 1.76431 -0.1 -0.1 0.3
C -0.30938 -1.59127 1.93905 -0.3 -0.4 1.1
H -5.08738 2.92696 1.49452 0.3 -0.1 0.0
H 2.11030 -1.14429 -4.62340 -0.3 0.1 0.3
C 1.91519 0.58549 2.63792 0.1 0.3 -0.2
C -0.70628 -2.49077 -3.33962 0.8 0.0 0.2
H 2.34406 2.59262 -4.55692 0.0 0.1 -0.1
H 1.62550 -4.36132 2.42225 -0.3 0.2 0.0
C -1.31828 -3.05568 3.58619 0.2 -0.2 -0.2
H -0.18329 -4.83100 4.08072 0.0 0.3 -0.2
Cr 0.29575 -0.38996 -2.20007 1.1 0.1 -5.0
H 4.31247 3.00382 2.42011 -0.2 -0.2 -0.1
C -4.16361 2.35054 1.40769 0.2 -0.1 0.0
C 3.41895 2.42714 2.17212 -0.2 -0.1 0.0
C 1.32981 -1.60167 -4.01869 -0.7 -1.0 0.6
C 0.78898 -3.66757 2.53862 -0.3 0.2 0.0
H -2.12693 -3.27915 4.28494 0.2 0.0 -0.2
H -1.06102 1.76849 -2.12366 0.2 0.2 -0.4
C -1.80876 0.86138 1.17905 -0.6 0.6 1.3
H 0.09197 -3.41334 -1.43852 0.0 0.5 -0.2
H 2.89374 3.67111 0.47277 -0.1 -0.3 0.2
C -0.57867 1.34098 -3.01878 0.4 -0.2 0.4
H 1.62415 -0.26300 3.26062 0.1 0.2 -0.2
H 0.87077 2.35596 -0.09437 0.2 -0.3 0.1
C 0.25709 -2.79693 -2.32338 0.6 0.2 -1.0
P -0.27797 -0.05925 1.02264 0.6 -0.8 -7.2
C -0.23128 -3.93144 3.46275 -0.1 0.2 -0.1
C 3.05636 1.32683 2.95719 0.0 0.1 -0.2
C 0.84980 1.77772 -3.24870 -0.5 0.6 -1.7
H 3.66031 1.04618 3.82246 -0.1 0.1 -0.2
C -1.36655 -1.89148 2.81642 0.5 -0.1 0.0
```
Forces are in eV/Å.

Its gap between HOMO and LUMO (alpha / beta) is 5.061 / 5.388 eV. The total charge is -1. As for the expectation value of S²: 3.800. The multiplicity is 4.